Entry 1:
Below is an isolated ion of composition C8H8NS and charge +1 at a distorted geometry, with properties calculated with the ωB97M-V functional and the def2-TZVPD basis.

Calculated values
- energy relative to the best compared isomer or geometry (same formula, charge and spin) (kcal per mole) = 180.1
- LUMO level (alpha / beta) (eV) = -5.200 / -4.053
- electronic energy (a.u.) = -761.98447
- total charge = +1
- Kohn-Sham gap (alpha / beta) (Eh) = 0.256 / 0.320

Structure (XYZ):
```
18
Properties=species:S:1:pos:R:3:forces:R:3
C 1.479693 -1.823409 -0.426046 2.58 -1.29 -1.19
C 1.888007 -0.766256 0.501042 -1.71 -1.24 -0.76
C 0.363692 -2.354926 -0.765374 -1.86 1.70 0.62
C -1.705637 1.534540 -0.907922 1.17 -1.61 1.58
C 1.123631 0.207531 0.966246 1.28 -0.28 1.78
C -2.194353 0.350415 -0.542224 1.14 1.19 -1.19
C -0.311613 1.665966 -0.232556 -4.46 -1.09 0.49
C -1.385616 -0.451627 0.268420 2.99 -0.74 -0.33
N -0.285708 0.588812 0.864324 -0.25 -1.86 -3.09
S -3.084052 -0.849978 0.244970 -1.27 -0.65 1.21
H 2.453231 -2.291078 -0.867736 -1.67 0.37 0.40
H 2.896229 -1.042880 0.779888 0.17 1.43 0.59
H -0.360997 -2.916881 -1.309332 0.19 -0.37 -0.12
H -2.173693 2.358156 -1.310862 -0.98 1.52 -0.96
H 1.600905 0.875213 1.656298 0.12 0.40 0.30
H 0.458064 1.416597 -0.820178 2.88 -0.68 -2.39
H -0.231179 2.619704 0.138552 0.54 2.16 1.24
H -0.530600 0.880108 1.762486 -0.87 1.03 1.83
```
Positions in Å, forces in eV/Å.

***

Entry 2:
Below is one molecule with the formula C8H8O at a distorted geometry, with properties calculated with the ωB97M-V functional and the def2-TZVPD basis.

Calculated values
- energy relative to the best compared isomer or geometry (same formula, charge and spin) (kcal per mole) = 95.8
- LUMO level (eV) = 1.030
- electronic energy (a.u.) = -384.69077
- SMILES = C1=C[C@H]2[C@@H]3O[C@H]4[C@@H]([C@H]13)[C@@H]24
- Kohn-Sham gap (Eh) = 0.383

Structure (XYZ):
```
17
Properties=species:S:1:pos:R:3:forces:R:3
C -1.869377 0.523191 -0.490343 0.33 0.73 -2.87
C -1.832358 -0.332278 0.482218 2.36 0.27 3.80
C -0.266931 -0.749017 0.865934 -5.52 -0.52 1.25
C -0.027527 -1.002574 -0.611570 4.36 3.54 2.07
O 1.416936 -0.929891 -0.704121 -1.27 0.95 0.56
C 1.559865 0.312539 0.123697 6.10 -3.36 -1.66
C 0.591573 1.310845 0.049973 -3.12 1.43 -2.16
C -0.349974 0.535807 -0.938609 -2.47 0.81 -2.68
C 0.637777 0.400928 1.269925 -0.07 -0.67 0.14
H -2.839336 0.911386 -0.948786 1.80 -0.05 0.62
H -2.489679 -0.399934 1.292188 -1.68 -0.68 0.62
H -0.418225 -1.468980 1.713578 0.84 -0.11 -1.31
H -0.501175 -1.862355 -0.973251 -0.55 -0.77 -1.23
H 2.607860 0.448110 -0.115080 0.31 0.74 1.46
H 0.756486 2.416939 -0.191941 -0.15 -1.85 0.91
H -0.002719 0.889528 -1.997721 -1.13 -0.87 1.68
H 0.893006 0.507783 2.346640 -0.16 0.43 -1.21
```
Positions in Å, forces in eV/Å.

***

Entry 3:
Below is C8H8O2 as an isolated structure at a distorted geometry, with properties calculated with the ωB97M-V functional and the def2-TZVPD basis.

Calculated values
- energy relative to the best compared isomer or geometry (same formula, charge and spin) (kcal per mole) = 99.5
- LUMO level (eV) = 0.464
- electronic energy (a.u.) = -459.92419
- Kohn-Sham gap (Eh) = 0.318

Structure (XYZ):
```
18
Properties=species:S:1:pos:R:3:forces:R:3
C -0.867304 0.334975 -0.688984 0.06 -0.39 -0.62
C -0.860244 -0.961799 -0.370562 4.17 0.98 3.51
C -1.848547 0.888123 -1.593825 0.22 0.21 0.85
C 0.233835 1.210917 -0.265308 0.93 1.71 2.61
C 0.575637 -1.409719 0.990793 -3.04 2.83 -3.06
C 1.299474 0.692342 0.708725 0.77 -0.10 -0.43
C 1.830671 -0.738701 0.629878 0.73 -0.01 0.77
C 0.875965 -0.204321 1.816020 0.80 -1.53 -2.84
O -1.795709 1.966097 -2.125194 0.31 0.88 -0.56
O -1.487650 -1.965083 -0.841637 -2.52 -2.18 -2.40
H -2.770655 0.346518 -1.633778 -1.10 -0.99 -0.43
H 0.633353 1.776656 -1.097919 0.29 -0.11 -0.24
H -0.073043 1.980295 0.479555 -0.93 0.22 -1.04
H 0.289900 -2.369067 1.324806 0.48 -0.94 0.39
H 2.001967 1.517005 1.088230 -0.79 -1.31 -0.96
H 2.887504 -1.135733 0.459004 -1.74 0.68 0.84
H 1.083768 -0.120230 2.824007 0.31 0.03 1.82
H -2.008922 -1.808275 -1.703812 1.05 0.02 1.79
```
Positions in Å, forces in eV/Å.

***

Entry 4:
Below is one molecule with the formula C8H8O2 at a distorted geometry, with properties calculated with the ωB97M-V functional and the def2-TZVPD basis.

Calculated values
- energy relative to the best compared isomer or geometry (same formula, charge and spin) (kcal per mole) = 13.9
- LUMO level (alpha / beta) (eV) = 0.635 / -2.322
- electronic energy (a.u.) = -459.85662
- 2S+1 = 3
- Kohn-Sham gap (alpha / beta) (Eh) = 0.228 / 0.224

Structure (XYZ):
```
18
Properties=species:S:1:pos:R:3:forces:R:3
C 1.061200 0.996865 -0.424110 0.65 -4.38 2.73
C 0.670337 1.462656 -1.602284 -1.40 1.69 -2.94
C 0.571177 -0.307592 0.021543 1.70 2.76 -0.70
C -0.447005 0.757553 -2.148957 0.67 1.00 -0.62
C -0.130935 -1.056282 -0.896674 0.75 -2.79 -0.67
C -1.752536 0.885741 -1.964076 0.21 1.74 -2.44
C -0.540041 -0.672889 2.137062 5.62 0.19 3.54
C 0.863908 -0.614841 1.458749 -5.24 -0.63 -2.16
O -2.891133 0.902553 -2.147022 -1.70 0.21 0.79
O -0.409059 -0.713985 -2.177020 0.94 0.81 1.94
H 1.850169 1.492995 0.088864 0.25 0.30 0.81
H 1.176206 2.397438 -1.920086 -1.27 -0.53 -0.43
H -0.391803 -2.103735 -0.856084 0.10 -0.17 1.01
H -0.337776 -0.757565 3.236832 -0.60 0.33 -0.72
H -0.985057 -1.503078 1.855157 -2.53 -3.81 -1.48
H -0.998609 0.168610 1.876205 -2.42 3.36 -0.69
H 1.322648 -1.490064 1.632904 1.94 -3.16 0.41
H 1.368310 0.155620 1.828998 2.35 3.07 1.63
```
Positions in Å, forces in eV/Å.

***

Entry 5:
Below is one molecule with the formula C8H8O2S at a distorted geometry, with properties calculated with the ωB97M-V functional and the def2-TZVPD basis.

Calculated values
- energy relative to the best compared isomer or geometry (same formula, charge and spin) (kcal per mole) = 64.9
- LUMO level (eV) = 0.356
- electronic energy (a.u.) = -858.22417
- SMILES = O=C(O)[C@H](S)c1ccccc1
- Kohn-Sham gap (Eh) = 0.352

Structure (XYZ):
```
19
Properties=species:S:1:pos:R:3:forces:R:3
O 0.223213 2.431950 -1.877939 -0.13 -3.63 -1.04
C 0.160208 1.199892 -2.098652 1.20 3.96 0.57
O 1.106841 0.578060 -2.841088 -1.32 -2.74 1.02
C -0.843287 0.317856 -1.448447 0.37 1.11 2.89
S -2.433359 1.171564 -1.226353 -0.16 -1.05 -0.54
C -0.295189 -0.144584 -0.041846 -0.53 3.57 -2.72
C 0.244047 0.797841 0.811359 0.52 1.17 0.20
C 0.806080 0.380145 2.021159 0.61 5.56 1.76
C 0.760850 -0.918189 2.364532 1.32 -3.14 2.89
C 0.217215 -1.808481 1.496983 -1.59 -3.19 0.25
C -0.372256 -1.416082 0.270325 0.46 -7.84 0.62
H 0.902048 -0.438008 -2.691687 0.97 2.85 -0.83
H -0.794374 -0.614824 -1.863812 -1.17 -2.18 -2.04
H -1.704274 2.231610 -0.971565 0.05 1.04 0.21
H 0.225356 1.851809 0.403846 0.27 -1.18 1.08
H 1.192770 1.257932 2.830681 -0.90 -2.67 -2.49
H 1.176525 -1.465352 3.334157 -0.77 2.05 -1.91
H 0.122479 -2.901418 1.935541 0.23 2.18 -1.53
H -0.694894 -2.511722 -0.407192 0.57 4.14 1.62
```
Positions in Å, forces in eV/Å.

***

Entry 6:
Below is C8H9BF4O4Pd as an isolated structure at a distorted geometry, with properties calculated with the ωB97M-V functional and the def2-TZVPD basis.

Calculated values
- energy relative to the best compared isomer or geometry (same formula, charge and spin) (kcal per mole) = 51.7
- LUMO level (alpha / beta) (eV) = -4.537 / -4.539
- electronic energy (a.u.) = -1163.41436
- Kohn-Sham gap (alpha / beta) (Eh) = 0.186 / 0.186

Structure (XYZ):
```
27
Properties=species:S:1:pos:R:3:forces:R:3
Pd 2.046917 0.212710 -0.000037 -2.85 0.72 -1.51
O 5.997086 -1.236250 0.821488 -0.53 0.56 1.97
C 4.877543 -0.978143 0.619273 2.57 -1.73 -6.49
O 4.031533 -0.910604 -0.225406 -0.02 0.07 2.03
C 3.984152 -0.526969 2.347835 -3.92 1.60 6.01
O 4.715513 -0.721874 3.237334 1.36 -0.50 -1.65
O 2.867566 -0.184217 2.080478 1.48 -0.72 -1.20
F 1.451233 2.450779 0.574734 0.00 0.24 0.14
B 2.385921 2.746503 -0.468254 -0.73 -0.51 0.03
F 3.561113 2.019326 -0.081430 0.75 -0.10 0.22
F 2.572983 4.051046 -0.685531 0.18 0.29 -0.07
F 1.889349 2.011865 -1.590845 0.10 0.02 -0.12
C -2.908901 -1.823320 0.349015 -0.03 0.14 -0.23
C -2.484286 -0.577215 -0.449284 -0.28 -0.09 0.22
C -3.099049 0.677301 0.194470 0.00 -0.13 -0.16
C -2.958841 -0.712255 -1.900833 0.06 0.01 0.12
C -1.030760 -0.453400 -0.389170 0.85 -0.02 -0.05
C 0.172857 -0.355927 -0.324254 1.13 0.12 0.66
H -3.997364 -1.889179 0.347522 -0.05 -0.05 0.06
H -2.555778 -1.770378 1.377174 0.00 0.01 0.04
H -2.507509 -2.722158 -0.117266 0.02 -0.06 0.04
H -4.184885 0.585436 0.169691 -0.08 0.07 0.02
H -2.803580 1.570519 -0.353785 -0.01 0.04 0.01
H -2.778546 0.784044 1.229495 0.02 -0.01 0.03
H -4.047101 -0.775708 -1.913402 -0.05 0.02 -0.06
H -2.555093 -1.615946 -2.355103 0.03 -0.02 -0.03
H -2.642072 0.144007 -2.493919 -0.02 0.03 -0.03
```
Positions in Å, forces in eV/Å.

***

Entry 7:
Below is one molecule with the formula C8H9BO at a distorted geometry, with properties calculated with the ωB97M-V functional and the def2-TZVPD basis.

Calculated values
- energy relative to the best compared isomer or geometry (same formula, charge and spin) (kcal per mole) = 0.0
- LUMO level (eV) = 0.626
- electronic energy (a.u.) = -410.35790
- SMILES = CB1Cc2ccccc2O1
- Kohn-Sham gap (Eh) = 0.347

Structure (XYZ):
```
19
Properties=species:S:1:pos:R:3:forces:R:3
C -3.304635 -0.479316 0.033096 -0.47 -0.81 -1.27
B -1.735195 -0.217701 -0.066456 -2.58 0.94 -1.47
C -0.918978 1.065902 -0.445628 0.70 -1.43 -1.15
C 0.488618 0.497783 -0.394635 -2.05 1.27 1.06
C 1.662610 1.175576 -0.512338 -0.26 0.62 -0.42
C 2.788729 0.512735 -0.134291 1.65 0.10 0.35
C 2.813611 -0.812216 0.329946 -3.37 1.53 -0.23
C 1.586418 -1.472372 0.518608 -0.63 2.31 -0.90
C 0.406935 -0.742043 0.166562 1.98 -2.15 -0.30
O -0.900281 -1.200712 0.249764 1.52 -1.64 1.15
H -3.663153 0.079073 0.882914 -0.13 -0.36 1.05
H -3.525742 -1.629500 0.076290 0.13 2.33 0.14
H -3.976757 0.045959 -0.730174 1.24 -1.03 0.37
H -1.051701 1.643120 -1.330469 -0.68 0.21 -0.87
H -1.187803 1.706322 0.339815 0.23 1.36 1.55
H 1.651849 2.236233 -0.813556 0.22 -0.67 0.17
H 3.637166 1.169680 -0.052188 0.78 -0.40 -0.16
H 3.620333 -1.207490 0.826247 2.14 -0.87 0.54
H 1.607978 -2.371040 1.056498 -0.43 -1.30 0.40
```
Positions in Å, forces in eV/Å.

***

Entry 8:
Below is one molecule with the formula C8H9BO at a distorted geometry, with properties calculated with the ωB97M-V functional and the def2-TZVPD basis.

Calculated values
- energy relative to the best compared isomer or geometry (same formula, charge and spin) (kcal per mole) = 58.4
- LUMO level (eV) = -0.108
- electronic energy (a.u.) = -410.26478
- SMILES = O=CCBc1ccccc1
- Kohn-Sham gap (Eh) = 0.332

Structure (XYZ):
```
19
Properties=species:S:1:pos:R:3:forces:R:3
O -1.856761 3.023468 2.323327 0.52 0.00 -0.51
C -1.316975 2.299261 1.522585 -1.05 -0.55 0.58
C -1.946995 0.902309 1.197720 0.66 -0.61 -0.91
B -1.618239 0.525447 -0.350718 1.14 -0.33 1.03
C -0.183754 -0.176220 -0.579489 0.45 -0.71 -0.07
C 0.935007 0.474296 -1.237204 0.40 -2.24 0.67
C 2.198818 -0.249343 -1.346971 -1.18 -0.86 0.99
C 2.314503 -1.582716 -0.797456 -1.65 0.21 0.34
C 1.181510 -2.254910 -0.154439 -0.44 2.08 -0.65
C -0.074742 -1.548871 -0.036329 1.80 1.20 -1.00
H -0.353685 2.617960 1.025561 -0.60 -0.46 0.26
H -1.382390 0.144331 1.816051 -0.42 0.78 -0.42
H -3.029755 0.820145 1.450738 0.87 0.61 0.02
H -2.363863 0.755145 -1.245925 -0.03 0.09 -0.05
H 0.828219 1.500903 -1.646390 0.12 -0.89 0.32
H 3.104183 0.195777 -1.820073 -0.98 -0.28 0.41
H 3.265482 -2.156308 -0.842945 -0.73 0.71 -0.10
H 1.266432 -3.275958 0.271716 0.11 0.85 -0.46
H -0.966996 -2.014717 0.450240 0.99 0.41 -0.44
```
Positions in Å, forces in eV/Å.

***

Entry 9:
Below is one molecule with the formula C8H9BrN2 at a distorted geometry, with properties calculated with the ωB97M-V functional and the def2-TZVPD basis.

Calculated values
- energy relative to the best compared isomer or geometry (same formula, charge and spin) (kcal per mole) = 122.0
- LUMO level (alpha / beta) (eV) = -0.197 / -0.378
- electronic energy (a.u.) = -2993.55451
- SMILES = C=C/C(Br)=C/n1nccc1C
- Kohn-Sham gap (alpha / beta) (Eh) = 0.274 / 0.260

Structure (XYZ):
```
20
Properties=species:S:1:pos:R:3:forces:R:3
C 3.326168 -0.618907 -2.581143 1.38 -2.12 0.57
C 2.404542 -0.061608 -1.782580 -1.42 -0.50 -1.19
C 1.561418 -0.798701 -0.940673 -4.08 3.68 3.18
Br 2.213539 -2.301722 -0.007907 -0.36 0.39 -0.44
C 0.245778 0.306309 -0.329447 4.89 -5.16 -1.62
N -0.679147 -0.206414 0.527497 0.18 1.20 -0.70
N -0.560490 -1.421859 1.044216 0.90 -0.49 1.04
C -1.476874 -1.471546 1.974748 -1.92 -1.59 -0.47
C -2.389452 -0.376438 1.868102 4.36 -0.69 -0.96
C -1.730087 0.485193 1.052208 -0.18 0.06 -1.27
C -1.932112 1.931721 0.772777 2.18 0.67 0.38
H 3.963544 -0.012760 -3.155295 0.44 0.75 -1.04
H 3.651470 -1.725987 -2.558012 -0.81 1.95 0.33
H 1.936388 0.902250 -2.017899 0.96 0.07 0.08
H 0.061264 1.152215 -0.948313 -0.20 0.35 -0.22
H -1.600237 -2.410300 2.532313 0.05 0.62 -0.24
H -3.225290 -0.163934 2.345344 -3.54 0.71 2.42
H -0.967456 2.410341 0.243403 -2.25 -0.96 1.55
H -2.771589 2.107412 0.113091 -0.34 0.30 0.25
H -2.031378 2.274737 1.847572 -0.21 0.76 -1.64
```
Positions in Å, forces in eV/Å.

***

Entry 10:
Below is one molecule with the formula C8H9BrN2OS at a distorted geometry, with properties calculated with the ωB97M-V functional and the def2-TZVPD basis.

Calculated values
- energy relative to the best compared isomer or geometry (same formula, charge and spin) (kcal per mole) = 0.0
- LUMO level (eV) = -0.083
- electronic energy (a.u.) = -3467.20428
- SMILES = NC(=O)c1cnccc1SCCBr
- Kohn-Sham gap (Eh) = 0.352

Structure (XYZ):
```
22
Properties=species:S:1:pos:R:3:forces:R:3
N 1.141081 0.153708 -2.437547 -1.36 1.02 0.28
C 1.751120 -0.669085 -1.519946 0.04 -0.21 -2.84
O 2.520543 -1.461368 -2.017780 1.28 -1.09 0.27
C 1.544718 -0.689823 -0.076604 -0.15 -0.36 1.75
C 2.259125 -1.680355 0.679696 -0.55 0.78 0.50
N 2.164578 -1.776380 2.032134 0.40 -0.47 -1.59
C 1.356653 -0.947869 2.680614 -0.08 0.16 -0.91
C 0.618469 0.025054 2.009351 -0.61 0.45 1.13
C 0.687699 0.159524 0.629700 0.04 0.07 0.12
S -0.282160 1.466143 -0.144648 -0.24 0.13 0.45
C -1.950262 0.719988 -0.002681 -0.22 -0.67 -0.05
C -3.001190 1.574868 -0.693816 0.38 -0.47 -0.01
Br -4.812498 0.790835 -0.552030 0.74 0.25 0.08
H 1.418648 -0.005960 -3.420900 -0.32 -0.02 1.24
H 0.285232 0.701544 -2.217657 1.35 -0.61 -0.32
H 2.913767 -2.394582 0.141558 -0.51 0.64 0.50
H 1.295447 -1.087179 3.756038 -0.03 0.18 -0.09
H -0.021323 0.692104 2.618965 0.39 -0.39 -0.61
H -2.204757 0.554007 1.037169 0.04 0.05 0.22
H -1.895940 -0.248657 -0.503234 -0.08 -0.02 0.12
H -2.761947 1.561115 -1.757403 -0.30 0.52 0.09
H -3.027004 2.562367 -0.240980 -0.22 0.08 -0.34
```
Positions in Å, forces in eV/Å.